# 1
114
Properties=species:S:1:pos:R:3:lowdin_charge:R:1 method="wB97M-V/def2-TZVPD" e_tot_ev=-108263.870 multiplicity=2 total_charge=+2 max_force_ev_per_a=4.10
Tc -0.071 -0.403 -0.127 1.199
C 1.224 2.651 -3.218 -0.058
O 0.182 3.126 -2.382 0.065
C -0.075 2.155 -1.502 -0.299
N 0.679 1.067 -1.593 0.008
C 1.843 1.500 -2.378 -0.218
C 2.713 0.618 -3.234 -0.090
C 2.490 -0.657 -3.736 -0.130
C 3.351 -1.260 -4.646 0.024
C 4.488 -0.595 -5.065 -0.026
C 4.777 0.651 -4.531 -0.021
C 3.905 1.235 -3.632 0.001
C -0.974 2.334 -0.414 -0.181
C -1.778 3.450 -0.152 0.057
C -2.496 3.479 1.027 -0.010
C -2.442 2.403 1.921 0.069
C -1.638 1.322 1.590 -0.165
N -0.912 1.307 0.462 -0.070
C -1.469 0.071 2.310 -0.297
N -0.758 -0.865 1.754 0.007
C -0.672 -1.984 2.682 -0.225
C -1.582 -1.519 3.846 -0.029
O -1.973 -0.181 3.496 0.084
C 0.762 -2.261 3.066 -0.180
C 1.550 -1.264 3.628 -0.037
C 2.873 -1.517 3.944 -0.072
C 3.423 -2.763 3.693 -0.076
C 2.637 -3.769 3.160 -0.065
C 1.309 -3.522 2.861 -0.023
H 1.909 3.470 -3.434 0.147
H 0.797 2.282 -4.160 0.139
H 2.536 1.953 -1.646 0.156
H 1.087 -1.336 -2.432 0.152
H 3.120 -2.247 -5.015 0.138
H 5.151 -1.045 -5.788 0.126
H 5.673 1.174 -4.825 0.126
H 4.140 2.205 -3.223 0.133
H -1.811 4.252 -0.871 0.134
H -3.115 4.330 1.260 0.122
H -3.004 2.397 2.840 0.136
H -1.091 -2.866 2.187 0.115
H -1.067 -1.493 4.807 0.142
H -2.480 -2.140 3.921 0.107
H 1.126 -0.288 3.822 0.123
H 3.475 -0.746 4.396 0.111
H 4.458 -2.957 3.928 0.113
H 3.056 -4.747 2.982 0.117
H 0.687 -4.317 2.476 0.123
C 10.576 -9.063 0.073 -0.057
O 10.550 -7.650 0.106 -0.059
C 9.395 -6.987 0.128 -0.267
C 8.117 -7.566 0.109 0.006
C 6.997 -6.767 0.160 -0.007
C 7.112 -5.373 0.248 -0.168
C 8.389 -4.794 0.234 -0.026
C 9.507 -5.583 0.168 0.014
C 5.923 -4.567 0.302 -0.246
N 4.711 -5.004 0.018 0.200
C 3.892 -3.939 0.107 -0.183
C 4.622 -2.795 0.481 -0.136
N 5.909 -3.226 0.603 0.198
C 4.020 -1.531 0.686 -0.076
C 4.631 -0.382 1.202 0.021
C 3.860 0.754 1.367 -0.030
C 2.516 0.747 1.017 -0.122
N 1.905 -0.321 0.507 -0.034
C 2.640 -1.455 0.353 -0.144
C 1.922 -2.577 -0.133 -0.166
N 0.630 -2.334 -0.511 -0.068
C -0.108 -3.395 -0.860 -0.119
C 0.364 -4.701 -0.833 -0.003
C 1.686 -4.950 -0.512 0.039
C 2.501 -3.865 -0.187 -0.085
H 11.633 -9.327 0.060 0.100
H 10.092 -9.452 -0.827 0.100
H 10.102 -9.495 0.958 0.101
H 8.001 -8.638 0.056 0.111
H 6.008 -7.200 0.144 0.115
H 8.506 -3.720 0.249 0.105
H 10.494 -5.150 0.148 0.125
H 6.702 -2.679 0.890 0.157
H 5.673 -0.383 1.485 0.124
H 4.292 1.653 1.777 0.118
H 1.912 1.634 1.156 0.118
H -1.127 -3.197 -1.155 0.076
H -0.309 -5.508 -1.076 0.124
H 2.097 -5.946 -0.499 0.130
O -2.461 1.099 -3.371 0.109
C -1.649 0.382 -3.891 -0.470
C -1.444 0.111 -5.386 -0.030
C -0.141 -0.707 -5.467 -0.042
C 0.124 -0.889 -4.012 -0.176
O 1.306 -1.435 -3.406 0.144
N -0.673 -0.305 -3.178 0.109
H -1.408 1.055 -5.929 0.137
H -2.307 -0.440 -5.758 0.142
H 0.669 -0.172 -5.975 0.138
H -0.281 -1.665 -5.972 0.143
O -3.826 -3.295 2.827 -0.289
S -3.851 -3.624 1.429 0.683
O -3.618 -4.977 1.044 -0.271
N -2.689 -2.658 0.685 -0.094
C -3.259 -1.807 -0.090 -0.731
S -2.341 -0.744 -1.064 0.808
C -4.716 -1.854 -0.201 -0.235
C -5.540 -1.056 -0.981 -0.018
C -6.899 -1.332 -0.976 -0.047
C -7.412 -2.386 -0.230 -0.041
C -6.586 -3.167 0.576 -0.017
C -5.246 -2.874 0.582 -0.194
H -5.118 -0.257 -1.573 0.102
H -7.567 -0.723 -1.565 0.113
H -8.467 -2.609 -0.283 0.116
H -6.988 -3.974 1.165 0.127

# 2
101
Properties=species:S:1:pos:R:3:lowdin_charge:R:1 method="wB97M-V/def2-TZVPD" e_tot_ev=-96424.024 multiplicity=1 max_force_ev_per_a=0.49
Ag 0.221 -0.759 -0.789 0.462
C 2.186 -2.568 7.105 -0.098
C 2.703 -3.173 5.971 -0.089
C 2.434 -2.649 4.710 -0.089
C 1.645 -1.510 4.566 -0.381
C 1.114 -0.921 5.717 -0.116
C 1.389 -1.437 6.974 -0.088
P 1.101 -0.881 2.927 1.089
C 2.333 -1.581 1.767 -0.412
C 3.655 -1.156 1.662 -0.067
C 4.512 -1.742 0.741 -0.100
C 4.054 -2.749 -0.099 -0.091
C 2.735 -3.177 -0.006 -0.096
C 1.885 -2.593 0.923 -0.176
C 1.654 0.877 3.004 -0.387
C 2.616 1.331 3.902 -0.102
C 3.005 2.667 3.919 -0.081
C 2.424 3.558 3.031 -0.086
C 1.466 3.103 2.129 -0.101
C 1.064 1.767 2.098 -0.309
Si -0.121 1.096 0.789 0.559
C -1.778 0.734 1.672 -0.322
C -1.980 1.072 3.013 -0.113
C -3.060 0.588 3.739 -0.083
C -3.969 -0.269 3.135 -0.082
C -3.809 -0.600 1.798 -0.110
C -2.740 -0.095 1.059 -0.378
P -2.565 -0.413 -0.749 1.043
C -3.254 -2.100 -0.937 -0.386
C -3.936 -2.464 -2.099 -0.097
C -4.309 -3.783 -2.315 -0.087
C -3.999 -4.762 -1.379 -0.095
C -3.311 -4.413 -0.227 -0.085
C -2.938 -3.092 -0.009 -0.113
C -3.865 0.673 -1.459 -0.355
C -5.212 0.584 -1.109 -0.085
C -6.139 1.453 -1.661 -0.079
C -5.730 2.425 -2.571 -0.085
C -4.396 2.517 -2.929 -0.079
C -3.469 1.639 -2.377 -0.099
C -0.510 2.547 -0.395 -0.321
C -1.354 3.585 0.015 -0.096
C -1.700 4.630 -0.832 -0.077
C -1.211 4.654 -2.130 -0.085
C -0.385 3.631 -2.574 -0.097
C -0.035 2.584 -1.723 -0.408
P 1.002 1.204 -2.328 0.990
C 1.239 1.567 -4.111 -0.382
C 2.377 2.174 -4.637 -0.081
C 2.535 2.307 -6.011 -0.082
C 1.556 1.841 -6.875 -0.091
C 0.412 1.240 -6.363 -0.086
C 0.264 1.094 -4.993 -0.112
C 2.647 1.536 -1.600 -0.388
C 3.612 0.531 -1.701 -0.112
C 4.868 0.695 -1.143 -0.102
C 5.170 1.863 -0.447 -0.077
C 4.216 2.863 -0.333 -0.072
C 2.961 2.703 -0.914 -0.085
H 2.404 -2.971 8.086 0.099
H 3.321 -4.058 6.062 0.100
H 2.856 -3.127 3.835 0.097
H 0.482 -0.044 5.626 0.105
H 0.974 -0.960 7.853 0.101
H 4.016 -0.355 2.298 0.107
H 5.541 -1.408 0.676 0.101
H 4.720 -3.197 -0.825 0.104
H 2.371 -3.964 -0.654 0.101
H 0.862 -2.938 1.015 0.083
H 3.063 0.641 4.608 0.102
H 3.757 3.004 4.623 0.100
H 2.717 4.601 3.034 0.101
H 1.021 3.807 1.434 0.091
H -1.259 1.715 3.510 0.097
H -3.180 0.862 4.780 0.101
H -4.797 -0.678 3.700 0.101
H -4.519 -1.275 1.335 0.096
H -4.187 -1.709 -2.835 0.103
H -4.844 -4.049 -3.218 0.102
H -4.292 -5.790 -1.548 0.100
H -3.065 -5.168 0.509 0.103
H -2.400 -2.828 0.895 0.103
H -5.544 -0.171 -0.407 0.100
H -7.182 1.375 -1.382 0.102
H -6.456 3.107 -2.996 0.101
H -4.068 3.271 -3.634 0.103
H -2.422 1.716 -2.654 0.078
H -1.762 3.565 1.020 0.107
H -2.355 5.418 -0.483 0.103
H -1.473 5.466 -2.798 0.103
H -0.016 3.647 -3.592 0.099
H 3.142 2.554 -3.971 0.103
H 3.426 2.778 -6.406 0.103
H 1.685 1.939 -7.945 0.101
H -0.354 0.871 -7.032 0.102
H -0.620 0.605 -4.596 0.097
H 3.373 -0.391 -2.222 0.102
H 5.608 -0.091 -1.237 0.098
H 6.142 1.983 0.016 0.103
H 4.442 3.770 0.215 0.105
H 2.225 3.494 -0.825 0.103

# 3
115
Properties=species:S:1:pos:R:3:lowdin_charge:R:1 method="wB97M-V/def2-TZVPD" e_tot_ev=-156099.446 multiplicity=6 total_charge=+1 max_force_ev_per_a=1.50
Mn -1.451 -0.343 -0.769 0.649
C -3.280 3.932 1.778 -0.093
C -2.213 3.843 0.987 -0.063
N -2.148 2.943 -0.114 0.102
C -3.346 2.138 -0.278 -0.399
C -4.526 2.430 0.589 -0.053
N -4.482 3.231 1.574 0.111
C -3.591 1.700 -1.691 -0.184
C -4.730 2.120 -2.360 0.072
C -4.939 1.711 -3.667 -0.106
C -3.931 0.963 -4.276 0.060
C -2.801 0.633 -3.548 -0.170
N -2.652 0.957 -2.263 0.139
C -1.666 -0.021 -4.253 -0.067
C -1.290 0.422 -5.518 -0.049
N -0.304 -0.088 -6.236 0.103
C 0.361 -1.093 -5.674 -0.085
C 0.055 -1.583 -4.427 0.025
N -0.965 -1.049 -3.716 -0.132
C -6.193 2.042 -4.387 -0.165
C -7.389 2.204 -3.698 -0.004
C -8.542 2.485 -4.415 -0.123
N -8.576 2.613 -5.738 0.072
C -7.429 2.462 -6.392 -0.128
C -6.222 2.177 -5.770 -0.013
H -3.294 4.628 2.606 0.107
H -1.335 4.462 1.103 0.106
H -5.445 1.899 0.370 0.121
H -5.444 2.760 -1.860 0.129
H -4.045 0.603 -5.289 0.126
H -1.832 1.256 -5.946 0.130
H 1.176 -1.535 -6.233 0.121
H 0.552 -2.407 -3.939 0.142
H -7.444 2.079 -2.625 0.115
H -9.487 2.607 -3.897 0.112
H -7.472 2.574 -7.469 0.111
H -5.324 2.094 -6.367 0.109
O -4.619 -0.266 -0.151 -0.616
Cl -3.548 -1.391 -0.118 0.828
O -3.449 -2.107 1.230 -0.633
O -2.269 1.538 0.395 -0.042
O -1.236 -1.576 -2.574 -0.128
N 0.394 0.746 -1.084 -0.307
S 1.586 1.055 -0.330 0.760
N 1.785 0.627 1.258 -0.363
S 2.367 -0.619 1.942 0.870
N 1.962 -2.076 1.639 -0.348
S 0.336 -2.415 1.425 0.766
N -0.383 -1.530 0.555 -0.311
C -0.266 -2.521 3.096 -0.329
C -1.243 -1.610 3.452 -0.057
C -1.714 -1.620 4.760 -0.044
C -1.214 -2.536 5.671 -0.062
C -0.239 -3.455 5.292 -0.069
C 0.244 -3.450 3.996 -0.079
C 0.462 -4.114 0.938 -0.312
C -0.697 -4.863 1.109 -0.049
C -0.729 -6.159 0.621 -0.051
C 0.379 -6.685 -0.032 -0.065
C 1.523 -5.919 -0.206 -0.069
C 1.570 -4.619 0.277 -0.065
C 4.141 -0.675 1.811 -0.306
C 4.783 -1.743 1.214 -0.051
C 6.168 -1.715 1.122 -0.053
C 6.881 -0.640 1.631 -0.056
C 6.219 0.421 2.238 -0.051
C 4.838 0.410 2.328 -0.064
C 2.100 -0.241 3.657 -0.314
C 1.466 0.927 4.045 -0.053
C 1.285 1.161 5.401 -0.052
C 1.735 0.238 6.333 -0.053
C 2.365 -0.931 5.924 -0.053
C 2.552 -1.180 4.576 -0.064
C 1.844 2.808 -0.109 -0.310
C 1.278 3.601 -1.098 -0.065
C 1.419 4.979 -1.021 -0.062
C 2.115 5.550 0.035 -0.066
C 2.672 4.747 1.023 -0.063
C 2.538 3.369 0.954 -0.080
C 3.077 0.458 -1.114 -0.301
C 4.305 1.098 -1.040 -0.056
C 5.388 0.550 -1.711 -0.062
C 5.238 -0.623 -2.439 -0.068
C 4.005 -1.257 -2.499 -0.066
C 2.913 -0.715 -1.839 -0.073
H -1.642 -0.935 2.706 0.097
H -2.489 -0.926 5.055 0.115
H -1.596 -2.549 6.684 0.110
H 0.136 -4.176 6.006 0.111
H 1.001 -4.159 3.685 0.122
H -1.569 -4.424 1.581 0.122
H -1.622 -6.756 0.746 0.115
H 0.346 -7.696 -0.416 0.110
H 2.382 -6.335 -0.716 0.108
H 2.452 -4.008 0.150 0.088
H 4.208 -2.575 0.835 0.097
H 6.689 -2.540 0.654 0.115
H 7.960 -0.630 1.561 0.114
H 6.778 1.254 2.642 0.115
H 4.311 1.225 2.808 0.112
H 1.107 1.622 3.299 0.105
H 0.786 2.064 5.726 0.113
H 1.589 0.427 7.389 0.114
H 2.706 -1.651 6.655 0.116
H 3.033 -2.090 4.239 0.124
H 0.712 3.132 -1.891 0.106
H 0.979 5.607 -1.784 0.112
H 2.218 6.625 0.095 0.111
H 3.208 5.196 1.848 0.110
H 2.954 2.736 1.725 0.085
H 4.417 2.018 -0.480 0.113
H 6.349 1.045 -1.670 0.114
H 6.087 -1.041 -2.965 0.111
H 3.893 -2.169 -3.072 0.108
H 1.931 -1.174 -1.873 0.095

# 4
117
Properties=species:S:1:pos:R:3:lowdin_charge:R:1 method="wB97M-V/def2-TZVPD" e_tot_ev=-98305.072 smiles="O=C1C=CC(=O)C=C1.O=C1C=CC(=O)C=C1.O=C1C=CC(=O)C=C1.O=C1C=CC(=O)C=C1.O=C1C=CC(=O)C=C1.O=C1C=CC(=O)C=C1.O=C1C=CC(=O)C=C1.O=C1C=CC(=O)C=C1.COCCOC(=O)CCF" multiplicity=1 max_force_ev_per_a=1.83
O 3.359 -3.575 0.945 0.106
C 2.810 -3.494 2.023 -0.381
C 1.778 -2.460 2.288 0.029
C 1.183 -2.371 3.475 0.032
C 1.525 -3.303 4.577 -0.374
O 0.981 -3.213 5.659 0.086
C 2.554 -4.339 4.314 0.025
C 3.149 -4.427 3.128 0.024
H 1.545 -1.790 1.472 0.101
H 0.433 -1.620 3.695 0.120
H 2.787 -5.012 5.129 0.100
H 3.900 -5.175 2.910 0.113
O 0.070 0.664 5.583 0.099
C 0.397 0.660 6.751 -0.378
C 0.007 1.765 7.662 0.018
C 0.375 1.765 8.941 0.020
C 1.188 0.659 9.510 -0.388
O 1.521 0.663 10.675 0.105
C 1.575 -0.445 8.597 0.027
C 1.207 -0.446 7.319 0.027
H -0.584 2.560 7.227 0.120
H 0.104 2.560 9.624 0.121
H 2.165 -1.241 9.032 0.123
H 1.470 -1.241 6.636 0.091
O 1.412 8.273 -3.149 0.110
C 1.113 7.286 -2.515 -0.385
C 1.553 5.932 -2.935 0.035
C 1.219 4.855 -2.231 0.033
C 0.388 4.956 -1.010 -0.367
O 0.073 3.959 -0.391 0.101
C -0.050 6.307 -0.583 0.022
C 0.289 7.388 -1.281 0.023
H 2.155 5.877 -3.833 0.126
H 1.520 3.856 -2.515 0.101
H -0.655 6.358 0.314 0.121
H -0.019 8.385 -0.994 0.122
O -3.666 2.314 -3.877 0.099
C -4.748 1.968 -4.300 -0.375
C -5.146 0.538 -4.300 0.028
C -6.331 0.154 -4.767 0.025
C -7.301 1.141 -5.304 -0.370
O -8.383 0.790 -5.726 0.100
C -6.904 2.571 -5.303 0.027
C -5.719 2.952 -4.836 0.024
H -4.421 -0.163 -3.904 0.120
H -6.644 -0.882 -4.778 0.123
H -7.621 3.276 -5.701 0.102
H -5.406 3.988 -4.828 0.113
O 9.329 -7.341 4.547 0.103
C 8.132 -7.257 4.720 -0.374
C 7.177 -8.004 3.864 0.027
C 5.864 -7.911 4.054 0.024
C 5.301 -7.057 5.129 -0.381
O 4.104 -6.971 5.299 0.092
C 6.255 -6.309 5.984 0.027
C 7.568 -6.402 5.795 0.027
H 7.611 -8.620 3.087 0.124
H 5.149 -8.446 3.442 0.125
H 5.822 -5.693 6.761 0.125
H 8.283 -5.866 6.407 0.123
O 13.455 -5.094 7.167 0.102
C 13.603 -5.742 6.153 -0.388
C 12.529 -6.626 5.639 0.018
C 12.692 -7.336 4.526 0.020
C 13.956 -7.273 3.752 -0.385
O 14.107 -7.918 2.737 0.106
C 15.033 -6.389 4.267 0.018
C 14.868 -5.679 5.379 0.017
H 11.612 -6.657 6.213 0.112
H 11.917 -7.982 4.135 0.111
H 15.947 -6.359 3.687 0.121
H 15.638 -5.027 5.773 0.121
O -7.287 5.539 -6.365 0.090
C -7.017 6.595 -5.830 -0.379
C -6.320 7.674 -6.569 0.023
C -6.018 8.828 -5.979 0.025
C -6.369 9.083 -4.559 -0.385
O -6.096 10.132 -4.022 0.114
C -7.068 7.999 -3.821 0.025
C -7.369 6.846 -4.411 0.021
H -6.074 7.467 -7.602 0.123
H -5.508 9.630 -6.497 0.124
H -7.315 8.205 -2.787 0.124
H -7.880 6.044 -3.894 0.124
O -12.694 1.199 -4.766 0.105
C -12.670 0.525 -5.773 -0.384
C -13.785 -0.400 -6.104 0.017
C -13.761 -1.141 -7.208 0.017
C -12.620 -1.074 -8.156 -0.389
O -12.602 -1.750 -9.162 0.102
C -11.508 -0.150 -7.824 0.023
C -11.530 0.592 -6.721 0.019
H -14.606 -0.432 -5.399 0.120
H -14.561 -1.821 -7.469 0.120
H -10.685 -0.119 -8.527 0.123
H -10.725 1.266 -6.458 0.102
C -1.986 0.310 -1.783 -0.093
O -1.328 -0.799 -2.375 -0.163
C -0.345 -0.458 -3.308 -0.214
C 1.020 -0.245 -2.689 -0.130
O 0.993 0.970 -1.939 -0.015
C 2.194 1.538 -1.702 -0.472
O 2.943 1.870 -2.611 0.092
C 2.601 1.811 -0.271 -0.053
C 1.649 1.397 0.842 -0.180
F 1.005 0.200 0.583 -0.048
H -2.038 1.166 -2.447 0.065
H -1.461 0.617 -0.879 0.080
H -2.989 -0.007 -1.511 0.085
H -0.608 0.445 -3.866 0.130
H -0.246 -1.263 -4.037 0.128
H 1.760 -0.197 -3.485 0.129
H 1.245 -1.085 -2.032 0.138
H 2.720 2.891 -0.201 0.123
H 3.595 1.396 -0.137 0.130
H 2.241 1.253 1.748 0.118
H 0.938 2.188 1.057 0.101